A 2-piece molecular cluster, C2H10N2O overall. Source: OMol25; level of theory: wB97M-V/def2-TZVPD.

ORCA input file:
```
! wB97M-V def2-TZVPD RIJCOSX def2/J DEFGRID3
* xyz 0 1
C 0.885 -1.001 1.309
C 1.236 0.118 -0.886
N 0.303 -0.249 0.191
H -0.592 -0.696 -0.172
H 1.303 -1.944 0.953
H 1.674 -0.781 -1.322
H 0.668 0.656 -1.642
H 0.102 -1.206 2.039
H 1.677 -0.421 1.783
H 2.032 0.754 -0.492
N -1.996 0.554 0.075
O -1.848 1.149 -1.298
H -2.004 2.093 -1.163
H -3.003 0.403 0.138
H -0.437 0.572 0.486
*
```

Lowest unoccupied orbital energy   0.711 eV
Highest occupied orbital energy   -6.82 eV
E   -266.78911 Ha
Kohn-Sham gap   7.5 eV

Atom charges from the Mulliken analysis, given in e for atoms 1 to 2: C -0.93; C -0.87


C4H6N2OS as an isolated structure. Source: OMol25; level of theory: wB97M-V/def2-TZVPD.

ORCA input file:
```
! wB97M-V def2-TZVPD RIJCOSX def2/J DEFGRID3
* xyz 0 1
C -2.518 0.037 1.289
C -0.055 0.553 -0.059
C 1.204 0.129 -0.641
C 1.696 -1.086 -1.470
H -1.866 -0.041 2.294
H -3.224 -0.980 1.257
H -3.099 1.062 1.106
H 1.493 -0.746 -2.615
H 2.949 -1.151 -0.930
H 1.237 -2.098 -1.052
N 1.465 2.004 0.534
N 2.035 1.196 -0.259
O 0.146 1.648 0.710
S -1.464 -0.527 -0.165
*
```

Lowest unoccupied orbital energy   0.442 eV
Highest occupied orbital energy   -8.64 eV
E   -738.79150 Ha
Kohn-Sham gap   9.1 eV

Atom charges from the Mulliken analysis, given in e for atoms 1 to 2: C -0.76; C 0.47


A 15-piece molecular cluster, C25H85O30P5 overall. Source: OMol25; level of theory: wB97M-V/def2-TZVPD.

ORCA input file:
```
! wB97M-V def2-TZVPD RIJCOSX def2/J DEFGRID3
* xyz 0 1
C -4.296 0.495 0.600
O -3.682 -0.669 1.091
H -5.045 0.892 1.283
H -3.590 1.288 0.344
H -4.844 0.288 -0.336
H -2.918 -0.934 0.549
C 1.423 0.311 -5.137
O 1.270 1.713 -5.210
H 1.745 0.002 -4.137
H 0.423 -0.101 -5.266
H 2.113 -0.131 -5.861
H 2.114 2.137 -4.964
C 1.025 -2.847 5.692
O 1.745 -3.658 6.661
H 1.015 -1.852 6.118
H 1.620 -2.835 4.771
H 0.074 -3.333 5.476
H 1.806 -4.557 6.332
C -2.424 1.816 3.080
O -2.219 0.383 3.299
H -1.921 2.131 2.155
H -3.481 1.966 2.818
H -2.118 2.377 3.950
H -2.766 -0.033 2.609
C -2.953 -3.225 2.962
O -1.960 -2.889 3.923
H -3.293 -2.429 2.303
H -2.635 -4.117 2.427
H -3.807 -3.562 3.568
H -1.898 -1.967 4.191
C -4.484 -1.619 -2.742
O -3.256 -1.887 -2.096
H -5.269 -1.700 -1.992
H -4.595 -0.667 -3.263
H -4.676 -2.422 -3.466
H -2.548 -1.886 -2.751
C 0.983 -7.471 1.018
O 1.308 -7.300 -0.361
H 0.884 -6.496 1.498
H 0.051 -8.035 1.190
H 1.713 -8.015 1.643
H 1.352 -8.171 -0.770
C -1.921 2.080 -5.223
O -2.952 2.410 -4.271
H -2.231 1.993 -6.268
H -1.153 2.847 -5.113
H -1.482 1.129 -4.932
H -3.190 3.331 -4.410
C 3.802 -0.281 3.386
O 3.408 -1.505 3.995
H 3.485 0.540 4.040
H 4.888 -0.168 3.355
H 3.341 -0.118 2.414
H 4.186 -1.871 4.419
C 3.846 -3.095 -0.141
O 3.397 -2.424 -1.318
H 3.775 -4.169 -0.336
H 4.872 -2.808 0.095
H 3.291 -2.807 0.760
H 2.426 -2.518 -1.307
C -2.726 -7.381 0.196
O -3.980 -6.894 0.660
P -5.243 -6.955 -0.292
O -5.327 -8.122 -1.151
O -6.359 -6.684 0.775
C -7.752 -6.722 0.474
O -5.204 -5.597 -1.122
C -5.020 -4.339 -0.445
H -2.588 -8.396 0.558
H -1.906 -6.729 0.479
H -2.712 -7.389 -0.898
H -8.286 -7.225 1.278
H -7.903 -7.369 -0.395
H -8.142 -5.721 0.325
H -5.874 -3.701 -0.656
H -4.151 -3.830 -0.872
H -4.759 -4.531 0.595
C -0.929 0.556 -1.159
O -1.176 -0.585 -0.358
P -0.128 -1.761 -0.423
O 0.516 -1.992 -1.713
O 0.862 -1.462 0.759
C 0.298 -1.242 2.060
O -0.952 -2.968 0.158
C -0.593 -4.328 0.045
H -1.662 1.324 -0.961
H -0.982 0.247 -2.198
H 0.077 0.972 -1.056
H 0.845 -1.934 2.696
H -0.744 -1.541 2.074
H 0.468 -0.207 2.325
H -1.261 -4.885 -0.605
H -0.644 -4.697 1.073
H 0.422 -4.619 -0.249
C 3.433 3.622 3.912
O 4.288 3.640 2.740
P 3.840 4.495 1.477
O 3.314 5.818 1.810
O 5.131 4.417 0.597
C 6.338 5.067 0.993
O 2.853 3.513 0.698
C 1.509 3.351 1.166
H 2.668 4.392 3.818
H 4.057 3.758 4.786
H 2.920 2.663 3.956
H 6.251 5.553 1.968
H 6.711 5.782 0.259
H 7.131 4.315 1.074
H 1.174 4.125 1.854
H 1.484 2.362 1.628
H 0.799 3.331 0.339
C 0.365 6.582 -0.029
O -0.819 6.970 0.691
P -1.982 6.008 1.165
O -1.638 4.922 2.078
O -2.988 7.041 1.788
C -3.604 8.057 0.969
O -2.636 5.569 -0.215
C -2.299 4.321 -0.791
H 1.212 6.476 0.646
H 0.502 7.386 -0.756
H 0.245 5.691 -0.656
H -3.586 8.982 1.562
H -4.669 7.864 0.821
H -3.103 8.279 0.029
H -1.428 4.405 -1.448
H -3.127 4.015 -1.430
H -2.116 3.550 -0.047
C 3.658 1.656 -1.827
O 4.266 2.919 -2.081
P 4.744 3.254 -3.532
O 3.743 3.206 -4.602
O 5.433 4.645 -3.355
C 6.350 5.198 -4.306
O 6.016 2.292 -3.759
C 5.809 1.144 -4.617
H 3.290 1.208 -2.763
H 2.764 1.673 -1.215
H 4.438 0.980 -1.489
H 7.257 5.573 -3.836
H 5.845 6.061 -4.762
H 6.602 4.533 -5.134
H 6.708 1.008 -5.215
H 4.949 1.217 -5.282
H 5.638 0.261 -3.993
*
```

Lowest unoccupied orbital energy   0.398 eV
Highest occupied orbital energy   -9.81 eV
E   -4967.75324 Ha
Kohn-Sham gap   10.2 eV

Atom charges from the Mulliken analysis, given in e for atoms 1 to 2: C -0.74; O -0.63


An isolated ion of composition C5H6N and charge +1. Source: OMol25; level of theory: wB97M-V/def2-TZVPD.

ORCA input file:
```
! wB97M-V def2-TZVPD RIJCOSX def2/J DEFGRID3
* xyz 1 1
C -0.861 -1.577 -0.083
C -0.174 0.166 -2.097
C 0.197 0.505 1.261
C -0.492 -0.291 0.434
C -0.241 -0.440 -1.010
N 1.050 1.460 0.922
H -0.336 -2.457 0.019
H -1.925 -1.754 -0.433
H 0.181 0.364 -3.097
H 0.035 0.353 2.431
H 1.620 1.817 1.632
H 0.945 1.854 0.021
*
```

Lowest unoccupied orbital energy (alpha / beta)   -6.251 / -6.250 eV
Highest occupied orbital energy (alpha / beta)   -13.48 / -13.48 eV
E   -248.41983 Ha
Kohn-Sham gap (alpha / beta)   7.2 / 7.2 eV

Atom charges from the Mulliken analysis, given in e for atoms 1 to 2: C -0.27; C 0.06


One molecule with the formula C5H7NO. Source: OMol25; level of theory: wB97M-V/def2-TZVPD.

ORCA input file:
```
! wB97M-V def2-TZVPD RIJCOSX def2/J DEFGRID3
* xyz 0 1
C 1.793 0.280 -0.142
C 0.415 -0.081 0.430
C 0.252 -1.533 0.622
N 0.039 -2.671 0.696
C -0.699 0.396 -0.529
C -2.085 0.304 0.067
O -2.788 1.267 0.262
H 2.610 -0.074 0.493
H 1.862 1.369 -0.222
H 1.924 -0.145 -1.143
H 0.293 0.399 1.412
H -0.520 1.434 -0.820
H -0.651 -0.235 -1.427
H -2.446 -0.708 0.302
*
```

Lowest unoccupied orbital energy   0.735 eV
Highest occupied orbital energy   -10.24 eV
E   -324.69460 Ha
Kohn-Sham gap   11.0 eV
SMILES   C[C@H](C#N)CC=O

Atom charges from the Mulliken analysis, given in e for atoms 1 to 2: C -1.41; C 0.53


C10H13AuClN3NdO7 as an isolated structure. Source: OMol25; level of theory: wB97M-V/def2-TZVPD.

ORCA input file:
```
! wB97M-V def2-TZVPD RIJCOSX def2/J DEFGRID3
* xyz -1 6
Nd 0.067 -1.049 -0.174
Cl 1.716 -3.254 -0.357
C -1.732 -1.162 -1.706
H -2.128 -0.131 -1.572
H -2.561 -1.855 -1.507
H -1.410 -1.254 -2.759
Au -0.467 -4.105 0.292
C -1.034 -4.487 -1.712
C -0.563 -3.686 2.367
C -2.440 -4.096 0.479
H -0.949 -2.670 2.514
H -1.259 -4.403 2.815
H 0.450 -3.780 2.774
H -1.463 -3.557 -2.104
H -0.114 -4.751 -2.249
H -1.788 -5.284 -1.732
H -3.074 -4.314 -0.388
H -2.862 -3.984 1.484
O 1.804 6.717 1.052
N 1.521 6.059 0.027
O 1.348 6.569 -1.103
C 1.378 4.622 0.118
C 1.640 3.971 1.339
C 1.352 2.619 1.429
C 0.664 1.974 0.367
O -0.166 1.009 0.633
C 0.808 2.524 -0.954
C 0.992 3.921 -1.055
N 0.611 1.651 -2.061
O 0.304 2.081 -3.167
O 0.809 0.357 -1.851
N 1.754 1.818 2.562
O 2.204 2.421 3.558
O 1.672 0.562 2.475
H 2.050 4.522 2.184
H 0.865 4.426 -2.018
*
```

Lowest unoccupied orbital energy (alpha / beta)   1.496 / 1.557 eV
Highest occupied orbital energy (alpha / beta)   -4.03 / -5.77 eV
E   -2236.79758 Ha
Kohn-Sham gap (alpha / beta)   5.5 / 7.3 eV

Atom charges from the Mulliken analysis, given in e for atoms 1 to 2: Nd 1.56; Cl -0.54


One molecule with the formula C23H33Cl2N3OS. Source: OMol25; level of theory: wB97M-V/def2-TZVPD.

ORCA input file:
```
! wB97M-V def2-TZVPD RIJCOSX def2/J DEFGRID3
* xyz 0 1
C 0.658 -6.126 0.692
C -0.427 -5.789 -0.498
C -0.970 -4.263 -0.238
C -2.583 -4.255 -0.594
C -3.446 -3.571 0.645
C -3.340 -1.926 0.393
C -3.029 -1.081 1.764
C -2.188 0.310 1.548
C -2.489 1.466 0.426
C -3.725 1.278 -0.678
Cl -5.530 1.429 -0.289
C -3.260 0.923 -2.079
C -4.257 0.646 -3.350
Cl -1.409 0.774 -2.432
C -1.612 2.880 0.304
C -0.337 3.206 1.333
C 0.492 4.617 1.239
C 1.680 4.652 0.110
C 3.118 4.128 0.731
C 3.407 2.531 0.455
N 4.067 2.259 -0.908
C 3.009 1.825 -1.934
C 4.956 1.015 -0.773
C 6.547 1.035 -1.177
O 4.463 -0.167 -0.314
C -0.024 1.994 2.440
N 1.135 2.206 3.389
S 1.071 0.680 4.300
N -0.308 -0.253 3.668
C -0.890 0.600 2.562
H 0.313 -5.607 1.687
H 0.729 -7.281 0.874
H 1.685 -5.642 0.369
H 0.098 -5.836 -1.543
H -1.271 -6.613 -0.504
H -0.370 -3.462 -0.877
H -0.859 -3.909 0.891
H -2.689 -3.639 -1.602
H -3.038 -5.314 -0.794
H -4.569 -3.965 0.558
H -3.070 -3.877 1.711
H -2.633 -1.653 -0.518
H -4.434 -1.607 0.038
H -3.968 -0.826 2.417
H -2.344 -1.787 2.439
H -3.594 0.477 -4.324
H -4.984 1.529 -3.608
H -4.813 -0.385 -3.155
H -1.898 3.683 -0.498
H -0.236 5.527 0.988
H 0.964 4.872 2.293
H 1.324 4.056 -0.839
H 1.829 5.801 -0.178
H 3.153 4.288 1.901
H 3.971 4.794 0.258
H 2.456 1.855 0.603
H 4.200 2.188 1.258
H 2.475 2.816 -2.288
H 2.269 1.061 -1.423
H 3.516 1.306 -2.857
H 6.970 2.088 -1.463
H 7.193 0.617 -0.264
H 6.733 0.299 -2.080
*
```

Lowest unoccupied orbital energy   -1.423 eV
Highest occupied orbital energy   -8.16 eV
E   -2453.59234 Ha
Kohn-Sham gap   6.7 eV
SMILES   CCCCCCCc1c(/C(Cl)=C(/C)Cl)cc(CCCCN(C)C(C)=O)c2nsnc12

Atom charges from the Mulliken analysis, given in e for atoms 1 to 2: C -0.87; C -0.39


A 3-piece molecular cluster, C16H25Cl4N2O4 overall. Source: OMol25; level of theory: wB97M-V/def2-TZVPD.

ORCA input file:
```
! wB97M-V def2-TZVPD RIJCOSX def2/J DEFGRID3
* xyz 1 1
C 2.467 -3.990 2.209
C 2.329 -4.146 0.671
O 2.035 -2.924 -0.030
C 3.145 -2.119 -0.248
O 3.699 -2.191 -1.318
C 3.670 -1.137 0.793
C 2.826 0.147 0.914
C 1.456 -0.045 1.593
C 0.417 -0.699 0.712
C -0.620 -1.429 1.220
C -1.525 -2.045 0.385
C -2.663 -2.880 0.939
O -3.683 -2.391 1.336
O -2.441 -4.226 1.017
C -1.375 -1.917 -0.995
C -0.337 -1.183 -1.456
N -0.164 -1.083 -2.858
N 0.524 -0.599 -0.615
H 3.301 -4.610 2.549
H 2.562 -2.952 2.526
H 1.578 -4.382 2.714
H 3.162 -4.700 0.229
H 1.453 -4.782 0.519
H 4.662 -0.834 0.450
H 3.824 -1.567 1.786
H 3.391 0.833 1.554
H 2.731 0.683 -0.040
H 1.061 0.953 1.831
H 1.550 -0.602 2.528
H -0.684 -1.519 2.299
H -2.252 -4.593 0.142
H -2.080 -2.411 -1.650
H 0.709 -1.560 -3.095
H -0.019 -0.116 -3.150
H 1.288 -0.097 -1.055
Cl -1.434 2.245 -1.867
C -2.555 1.207 -0.946
C -3.545 2.016 -0.147
Cl -2.755 2.884 1.193
H -1.967 0.558 -0.306
H -3.082 0.587 -1.671
H -4.289 1.355 0.294
H -4.059 2.745 -0.769
Cl 0.337 6.882 -2.209
C -0.985 7.166 -1.047
C -2.134 6.212 -1.253
Cl -3.005 6.522 -2.776
H -1.304 8.201 -1.144
H -0.567 7.028 -0.051
H -2.857 6.327 -0.446
H -1.795 5.178 -1.263
*
```

Lowest unoccupied orbital energy   -4.379 eV
Highest occupied orbital energy   -12.40 eV
E   -2875.69059 Ha
Kohn-Sham gap   8.0 eV

Atom charges from the Mulliken analysis, given in e for atoms 1 to 2: C -0.80; C -0.42


C43H55BI2KN12O4S4 as an isolated structure. Source: OMol25; level of theory: wB97M-V/def2-TZVPD.

ORCA input file:
```
! wB97M-V def2-TZVPD RIJCOSX def2/J DEFGRID3
* xyz -1 1
K 1.185 0.012 -0.913
C 1.788 4.635 5.738
C 1.122 4.727 4.361
C 2.220 4.998 3.336
C 0.091 5.855 4.345
N 0.406 3.455 4.092
C -0.148 2.677 5.103
C -0.749 1.627 4.515
N -0.601 1.761 3.156
B -0.986 0.712 2.082
N -2.142 1.319 1.237
C -2.808 2.492 1.510
C -3.495 2.843 0.409
N -3.228 1.890 -0.569
C -2.432 0.933 -0.025
S -1.941 -0.554 -0.679
C -3.798 2.008 -1.934
C -3.068 1.146 -2.961
C -3.661 3.470 -2.376
C -5.270 1.601 -1.866
N -1.462 -0.592 2.772
C -2.742 -1.087 2.738
C -2.715 -2.355 3.181
N -1.388 -2.666 3.457
C -0.626 -1.559 3.227
S 1.024 -1.340 3.558
C -0.959 -3.980 3.995
C -1.973 -5.045 3.566
C -0.919 -3.870 5.519
C 0.405 -4.406 3.453
C 0.090 2.892 2.892
S 0.377 3.471 1.322
H 2.455 5.488 5.854
H 2.380 3.723 5.819
H 1.072 4.666 6.559
H 2.767 5.882 3.664
H 1.833 5.178 2.339
H 2.918 4.162 3.274
H 0.571 6.805 4.582
H -0.698 5.670 5.077
H -0.357 5.931 3.355
H -0.046 2.912 6.142
H -1.252 0.784 4.951
H -0.059 0.444 1.380
H -2.710 2.996 2.453
H -4.110 3.701 0.228
H -2.004 1.379 -2.996
H -3.502 1.371 -3.937
H -3.166 0.083 -2.761
H -2.639 3.818 -2.221
H -4.341 4.137 -1.847
H -3.890 3.541 -3.439
H -5.353 0.552 -1.581
H -5.738 1.735 -2.842
H -5.812 2.203 -1.136
H -3.568 -0.496 2.387
H -3.515 -3.056 3.295
H -2.929 -4.949 4.081
H -1.568 -6.026 3.812
H -2.146 -5.005 2.490
H -1.896 -3.582 5.910
H -0.186 -3.120 5.814
H -0.636 -4.828 5.958
H 0.423 -4.377 2.362
H 0.583 -5.433 3.775
H 1.206 -3.771 3.816
N -4.067 -2.668 -5.861
C -2.765 -2.354 -5.459
C -2.397 -2.463 -4.120
C -1.100 -2.183 -3.731
C -0.163 -1.780 -4.669
C -0.517 -1.674 -6.004
C -1.809 -1.969 -6.399
S 1.453 -1.325 -4.119
O 1.867 -2.342 -3.168
O 2.284 -1.144 -5.285
N 1.280 -0.003 -3.233
C 0.748 1.140 -3.727
N 0.176 1.182 -4.947
C -0.355 2.334 -5.314
C -0.343 3.468 -4.519
C 0.285 3.329 -3.291
N 0.829 2.198 -2.881
H -4.761 -2.595 -5.133
H -4.363 -2.230 -6.719
H -3.132 -2.751 -3.377
H -0.820 -2.262 -2.690
H 0.225 -1.338 -6.713
H -2.092 -1.885 -7.442
H -0.818 2.349 -6.297
H -0.776 4.404 -4.838
H 0.372 4.167 -2.605
O 2.649 0.909 1.593
H 2.174 0.279 2.161
H 2.088 1.705 1.568
O 3.553 0.606 -2.880
N 3.746 0.919 -1.754
I 3.581 3.006 -1.063
I 3.749 5.805 -0.255
C 6.587 -0.684 -1.841
C 5.960 -1.873 -2.427
C 4.744 -2.280 -2.054
C 3.987 -1.506 -1.064
C 4.437 -0.070 -0.818
C 5.905 0.154 -1.065
N 2.972 -1.881 -0.393
C 2.466 -3.195 -0.409
C 3.285 -4.309 -0.258
C 2.733 -5.582 -0.226
C 1.365 -5.755 -0.354
C 0.542 -4.640 -0.476
C 1.082 -3.369 -0.472
H 7.629 -0.491 -2.057
H 6.513 -2.434 -3.168
H 4.279 -3.161 -2.469
H 4.135 0.234 0.186
H 6.344 1.050 -0.646
H 4.352 -4.171 -0.142
H 3.380 -6.441 -0.102
H 0.937 -6.749 -0.341
H -0.530 -4.760 -0.563
H 0.428 -2.508 -0.530
*
```

Lowest unoccupied orbital energy   0.949 eV
Highest occupied orbital energy   -4.88 eV
E   -5442.74902 Ha
Kohn-Sham gap   5.8 eV

Atom charges from the Mulliken analysis, given in e for atoms 1 to 2: K 1.34; C -1.97


> Which of these has the highest E?

C5H6N


> Number 4 is which compound?

C5H6N